{"formula": "C20H47NO2P2W", "method": "ωB97M-V/def2-TZVPD", "homo_energy_ev": [-22.431, -22.374], "total_energy_ev": -47442.0887, "spin_multiplicity": 3, "gap_ev": [5.7667, 4.7991], "e_lumo_ev": [-16.66, -17.57], "charge": 4, "symbols": ["W", "P", "P", "O", "O", "N", "C", "C", "C", "C", "C", "C", "C", "C", "C", "C", "C", "C", "C", "C", "C", "C", "C", "C", "C", "C", "H", "H", "H", "H", "H", "H", "H", "H", "H", "H", "H", "H", "H", "H", "H", "H", "H", "H", "H", "H", "H", "H", "H", "H", "H", "H", "H", "H", "H", "H", "H", "H", "H", "H", "H", "H", "H", "H", "H", "H", "H", "H", "H", "H", "H", "H", "H"], "coordinates": [[0.04710, -0.27089, -0.10079], [-0.06246, -2.43003, 0.88498], [0.02448, 2.18268, -0.79571], [3.14106, -0.08111, -0.92049], [-3.01860, 0.43479, 0.32438], [0.39401, 0.21738, 1.99089], [-1.58983, 1.62484, -3.03307], [-0.33042, -3.18094, -0.78814], [1.28681, -4.80460, 1.65119], [-1.88538, 0.18505, 0.14986], [-2.75819, -3.13973, 1.21241], [-0.30231, 2.36720, -2.64615], [-1.40751, -3.15278, 1.92301], [-0.97981, 3.73853, 1.40781], [-1.60656, 4.62270, -0.85421], [0.90801, 1.87305, -3.46609], [-1.30063, -2.33315, -1.64670], [-1.25642, 3.35757, -0.04800], [1.67822, 3.05560, -0.64306], [1.45948, -3.27668, 1.55786], [2.05585, -0.14994, -0.50308], [1.03133, -3.41688, -1.45812], [1.98941, -2.70978, 2.88721], [-1.54166, -2.58020, 3.34056], [2.26662, 3.07002, 0.77429], [1.75075, 4.45186, -1.28169], [-3.06778, -2.11055, 0.97635], [2.20370, -3.06337, 0.76085], [1.44837, 1.04921, -2.98002], [2.81929, 4.71391, -1.36860], [-1.17898, -2.53985, -2.70803], [1.62579, 3.56949, 1.51545], [0.60182, -5.10115, 2.46042], [-0.76473, 5.32017, -0.95158], [-0.62232, -2.66776, 3.93444], [0.56972, 1.57987, -4.47175], [0.93622, -5.28241, 0.72265], [1.22379, -2.71295, 3.68837], [-3.49538, -3.56295, 1.90768], [-1.42375, 0.54189, -3.15878], [-0.47282, 3.45387, -2.81343], [-1.88298, 4.22323, 1.81637], [1.72753, -2.57734, -1.37534], [-2.40995, 1.74939, -2.32114], [-1.04271, -4.19080, 1.99483], [-0.06129, -0.35194, -2.27711], [2.84766, -3.35656, 3.13684], [-1.98941, 4.40121, -1.85457], [-1.16978, -1.19319, -1.45332], [-0.23366, -0.36705, 2.61801], [2.32368, 2.38629, -1.24219], [-1.95555, 2.00245, -4.00385], [-2.40683, 5.16510, -0.32682], [2.47660, 2.04864, 1.12229], [-2.77294, -3.74753, 0.29830], [-2.16521, 2.73364, -0.05612], [0.91040, -3.62810, -2.53736], [2.28388, -5.20236, 1.88449], [-0.79468, 2.86230, 2.03883], [1.37978, 0.17444, 2.27659], [-0.78954, -4.17172, -0.58259], [-2.33928, -3.16449, 3.82443], [0.53611, -0.51001, -1.77181], [-0.14287, 4.44501, 1.51816], [3.22998, 3.60273, 0.73634], [2.35415, -1.67868, 2.73788], [0.08418, 1.24102, 1.95202], [1.33465, 4.49366, -2.29655], [1.28447, 5.22958, -0.65774], [-2.33616, -2.33643, -1.27366], [1.61978, 2.71090, -3.59575], [-1.85126, -1.52558, 3.30304], [1.55493, -4.30981, -1.06571]]}